Entry 1:
Molecular formula: C6H12FOP
Method: DFT, wB97M-V/def2-TZVPD

## Properties
* HOMO energy: -0.3127 hartree
* SMILES: C=C(C)/C=C/C.OPF
* multiplicity: 1
* total charge: 0
* frontier orbital gap: 9.18 eV

XYZ file:
```
21
Properties=species:S:1:pos:R:3:mulliken_charge:R:1
C 0.2277 1.3488 1.2125 -0.16
C 0.1753 0.9383 -0.0701 -0.07
C 1.1170 2.3015 1.8032 -1.26
C -1.5667 -0.7404 0.1216 -1.16
C -1.1419 0.3978 -2.1314 -1.22
C -0.7902 0.0397 -0.6545 0.69
O 0.9399 -2.6672 0.7927 -0.46
F 1.9714 -3.3274 -1.3870 -0.31
P 0.5726 -2.6334 -0.8300 0.43
H -0.4909 0.8788 1.8217 0.30
H 0.7699 1.4823 -0.7470 0.38
H 1.3834 2.0006 2.8695 0.31
H 0.7296 3.2625 2.0241 0.32
H 2.0938 2.3880 1.2876 0.33
H 0.8617 -3.4617 1.2678 0.31
H -1.5747 -0.8742 1.2593 0.18
H -2.3072 -1.4324 -0.2095 0.31
H -0.2750 0.2893 -2.7843 0.31
H -1.9327 -0.3075 -2.5826 0.33
H -1.5459 1.4066 -2.1055 0.36
H 0.7829 -1.2899 -0.9580 0.07
```


Entry 2:
Molecular formula: C8H7Br6NO2
Method: DFT, wB97M-V/def2-TZVPD

## Properties
* HOMO energy (alpha / beta): -0.0439 / -0.1900 hartree
* multiplicity: 2
* total charge: -1
* frontier orbital gap (alpha / beta): 1.89 / 5.86 eV

XYZ file:
```
24
Properties=species:S:1:pos:R:3:lowdin_spin:R:1
C -15.1684 18.7168 -13.4369 0.00
Br -14.6545 20.6283 -13.0385 0.01
Br -13.6861 17.4384 -13.2413 0.00
Br -16.1805 18.6254 -15.0651 0.00
H -15.8334 18.3850 -12.6395 0.00
C -16.3139 14.9312 -11.5110 0.00
Br -18.0107 14.4275 -10.5531 0.00
Br -16.6667 14.9318 -13.5889 0.00
Br -14.9348 13.4634 -11.1296 0.00
H -15.8826 15.8692 -11.1613 0.00
C -16.7340 27.9215 -11.1291 0.11
C -15.4193 27.3493 -10.9566 -0.01
C -15.0897 26.1412 -11.6527 0.09
C -16.1275 25.4037 -12.2791 0.08
C -17.3477 26.1094 -12.4426 0.08
C -17.6261 27.3829 -11.9892 0.01
N -15.8934 23.9979 -12.6741 0.23
O -16.7480 23.5506 -13.3842 0.21
O -14.8843 23.4385 -12.3697 0.17
H -17.0443 28.7668 -10.5328 0.01
H -14.8236 27.8512 -10.2085 0.00
H -14.1221 25.7011 -11.4621 0.01
H -18.1014 25.6517 -13.0662 0.01
H -18.6301 27.7793 -12.0266 0.00
```


Entry 3:
Molecular formula: C5H10O
Method: DFT, wB97M-V/def2-TZVPD

## Properties
* HOMO energy: -0.3657 hartree
* SMILES: CC[C@@]1(C)CO1
* multiplicity: 1
* total charge: 0
* frontier orbital gap: 10.97 eV

XYZ file:
```
16
Properties=species:S:1:pos:R:3:mulliken_charge:R:1
C 0.2820 -1.7657 -0.4668 -1.12
C -0.7703 -0.6707 -0.6903 -0.49
C -0.2856 0.6067 -0.0363 1.15
C -0.1657 0.5926 1.4729 -1.53
C 0.6674 1.5535 -0.6163 -0.71
O -0.7153 1.9058 -0.4188 -0.54
H 0.4490 -1.9437 0.6016 0.31
H 1.2430 -1.4691 -0.9036 0.29
H -0.0134 -2.7202 -0.9118 0.36
H -1.7237 -0.9770 -0.2380 0.28
H -0.9527 -0.5270 -1.7611 0.32
H -1.1089 0.2932 1.9364 0.32
H 0.6484 -0.0525 1.8108 0.36
H 0.0466 1.6222 1.7776 0.45
H 0.9495 1.7042 -1.6492 0.33
H 1.4495 1.8476 0.0930 0.23
```


Entry 4:
Molecular formula: C5H8BrFN2
Method: DFT, wB97M-V/def2-TZVPD

## Properties
* HOMO energy: -0.2977 hartree
* SMILES: C/C(=C/Br)NN/C=C/F
* multiplicity: 1
* total charge: 0
* frontier orbital gap: 8.97 eV

XYZ file:
```
17
Properties=species:S:1:pos:R:3:mulliken_charge:R:1
C 1.8948 0.8958 0.4088 -0.34
C -0.9691 -0.5598 -0.4504 0.53
C -0.6360 -2.0311 -0.1300 -0.98
C 1.2002 1.6064 1.3115 -0.04
C -2.1704 -0.0255 -0.2892 -0.49
N 1.3341 0.0526 -0.6152 -0.24
N 0.0028 0.2137 -1.0040 -0.22
F 1.8595 2.2648 2.2601 -0.26
Br -2.6597 1.6856 -0.9041 -0.23
H 2.9705 0.8872 0.5249 0.29
H -0.4068 -2.8067 -0.9916 0.23
H 0.1751 -2.0663 0.5971 0.27
H -1.5878 -2.3375 0.2605 0.32
H 0.1220 1.7891 1.3919 0.32
H -2.9467 -0.5049 0.3005 0.35
H 2.0040 -0.2889 -1.3515 0.22
H -0.1863 1.2254 -1.3192 0.28
```


Entry 5:
Molecular formula: C37H63N3O21
Method: DFT, wB97M-V/def2-TZVPD

## Properties
* HOMO energy: -0.3762 hartree
* SMILES: C[C@H]1COC(=O)O1.C[C@H]1COC(=O)O1.C[C@H]1COC(=O)O1.C[C@H]1COC(=O)O1.COC(=O)OC.COC(=O)OC.COC(=O)OC.CCCC#N.CCCC#N.CCCC#N
* multiplicity: 1
* total charge: 0
* frontier orbital gap: 10.37 eV

XYZ file:
```
124
Properties=species:S:1:pos:R:3:mulliken_charge:R:1
C 1.6136 -0.3570 2.9759 -1.11
C 1.8116 -0.2880 1.4749 0.36
C 0.9796 -1.4100 0.7429 2.09
O -0.0134 -0.6350 0.0579 0.75
C 0.1606 0.6680 0.1759 -0.30
O -0.5254 1.5380 -0.3391 -0.02
O 1.2116 0.9450 0.9889 -0.09
H 0.6276 -0.1670 3.2809 0.04
H 2.3036 0.2480 3.5899 0.53
H 1.7336 -1.4190 3.3529 -0.06
H 2.9196 -0.3400 1.2849 0.04
H 0.5406 -2.1300 1.4609 -1.17
H 1.6286 -1.9560 0.0689 -1.13
C 2.6306 3.8460 -0.3331 -1.64
C 1.2426 4.5070 -0.1841 2.43
C 1.1976 5.5830 0.9419 -0.63
O 0.9096 6.7650 0.1599 -0.37
C 0.5166 6.4530 -1.1011 0.66
O 0.0456 7.2520 -1.9151 -0.64
O 0.7656 5.1660 -1.3331 -0.44
H 2.7086 3.1110 0.4639 0.42
H 3.5156 4.5030 -0.2361 0.40
H 2.7356 3.2420 -1.2611 0.21
H 0.4596 3.7550 0.0919 -1.10
H 2.1316 5.8160 1.3299 0.48
H 0.5126 5.3190 1.7699 0.14
C -3.5434 5.9470 -1.6161 -1.29
C -3.6534 5.0260 -0.3851 0.45
C -2.5274 4.0260 -0.2731 0.37
O -1.7294 4.5230 0.7379 0.02
C -2.3814 5.4130 1.4169 0.50
O -1.9944 5.9420 2.4629 -0.66
O -3.5044 5.7140 0.8229 -0.38
H -2.6084 6.5200 -1.7691 0.24
H -4.2464 6.7530 -1.5771 0.46
H -3.6824 5.3490 -2.5161 0.16
H -4.6204 4.5650 -0.3781 0.36
H -1.9924 3.8400 -1.2721 -0.08
H -2.8674 3.0540 0.0499 -0.19
C -1.8454 -3.2940 -2.7151 -1.32
C -2.7104 -3.2200 -1.4081 0.53
C -1.9884 -3.2630 -0.0351 0.28
O -2.6364 -2.3300 0.8069 -0.06
C -3.3884 -1.5990 0.0449 0.53
O -4.0304 -0.6650 0.4549 -0.56
O -3.3644 -2.0200 -1.2321 -0.29
H -2.4424 -3.2950 -3.6411 0.53
H -1.3054 -4.2090 -2.7161 0.49
H -1.1304 -2.5040 -2.9331 -0.05
H -3.5294 -4.0080 -1.4511 0.21
H -1.0174 -2.8310 -0.1571 -0.63
H -2.0314 -4.2150 0.4679 0.49
C 4.8606 1.5830 -2.5571 -0.42
O 3.6966 1.3390 -3.3731 -0.43
C 2.8276 0.4510 -2.9371 0.60
O 3.0426 -0.2520 -1.7411 -0.22
O 1.7586 0.3770 -3.6551 -0.37
C 0.7196 -0.5170 -3.3261 0.06
H 5.5506 0.7030 -2.4471 0.18
H 4.5026 2.0190 -1.6201 0.13
H 5.4306 2.3670 -3.0181 0.30
H -0.1904 0.0650 -3.2411 0.13
H 0.8416 -0.9890 -2.3441 -0.34
H 0.5586 -1.3520 -4.0671 0.41
C 5.1896 -2.2230 -0.5941 -0.50
O 4.6446 -3.5110 -0.2931 -0.28
C 4.0936 -3.6800 0.8719 0.84
O 3.7906 -2.6200 1.8079 -0.64
O 3.7786 -4.9580 1.0599 -0.28
C 3.2246 -5.3460 2.2829 -0.42
H 4.5416 -1.4120 -0.4011 0.05
H 5.3756 -2.0990 -1.6681 0.27
H 6.1516 -1.9390 -0.1091 0.35
H 3.8006 -4.9390 3.1199 0.36
H 3.1496 -6.4470 2.3839 0.30
H 2.3306 -4.7710 2.4679 -0.04
C -5.5134 4.0720 -4.9111 -0.68
O -5.1554 3.3310 -3.7411 -0.30
C -4.1044 2.5390 -3.7391 0.67
O -3.3774 2.3330 -4.9131 -0.66
O -3.8154 2.0800 -2.5141 -0.25
C -2.7364 1.2380 -2.4261 -1.02
H -6.4644 4.5350 -4.7091 0.23
H -5.6654 3.3820 -5.7491 0.31
H -4.6364 4.6880 -5.1091 0.33
H -2.9254 0.7710 -1.4731 0.17
H -1.8004 1.8030 -2.5451 0.22
H -2.7514 0.4260 -3.1061 0.87
C 3.2026 -3.4190 -3.6661 -1.45
C 2.0156 -3.8140 -2.8151 0.71
C 2.3256 -5.0220 -1.8781 -0.47
C 1.2486 -5.0800 -0.8581 0.02
N 0.4216 -5.1470 -0.0661 -0.44
H 4.1696 -3.6420 -3.2021 0.29
H 3.1456 -2.3890 -3.8701 0.22
H 3.2996 -3.9900 -4.6281 0.38
H 1.1576 -3.9940 -3.3651 0.63
H 1.7996 -2.8790 -2.1631 -0.59
H 3.2566 -4.9550 -1.3761 0.26
H 2.4366 -5.9480 -2.5211 0.45
C -1.1724 2.2630 3.3749 -0.39
C -1.7284 1.0630 4.1019 -0.40
C -2.6214 0.1490 3.2939 1.27
C -2.8214 -1.1510 3.9349 -0.25
N -3.0254 -2.1670 4.3999 -0.58
H -0.1714 2.1740 2.8739 -0.09
H -1.1564 3.1420 4.0489 0.50
H -1.8964 2.6090 2.5579 -0.31
H -2.3654 1.4070 4.9449 0.59
H -0.9124 0.5660 4.6769 -0.04
H -2.2104 -0.0450 2.3059 -0.84
H -3.6334 0.5220 3.0339 0.57
C -0.5804 -3.7570 3.3099 0.14
C 0.3426 -4.0210 4.4719 -0.48
C -0.3934 -3.6600 5.7649 -0.89
C -0.2184 -2.2550 6.1989 0.30
N -0.0654 -1.1310 6.4959 -0.56
H -1.5054 -4.2900 3.5509 0.59
H -0.1454 -4.0130 2.3349 -0.33
H -0.8744 -2.6940 3.1429 -0.30
H 1.2006 -3.4260 4.3379 0.31
H 0.6116 -5.0820 4.4859 0.36
H -0.0424 -4.2110 6.6259 0.42
H -1.4104 -3.9880 5.7739 0.48
```


Looking at E for the records above, in order, we have -752.22691, -15958.22464, -271.69950, -2978.60759, -3191.82385 Ha.